Density functional theory data (wB97M-V/def2-TZVPD) for C13H24F6ILuO3P2 as an isolated structure at a distorted geometry.

```
50
Properties=species:S:1:pos:R:3:lowdin_charge:R:1
C -3.941 0.414 -0.204 0.035
C -2.639 -0.202 0.102 -0.238
H -4.770 -0.284 0.002 0.147
H -3.966 0.713 -1.264 0.113
H -4.081 1.330 0.393 0.116
O -2.405 -1.316 0.528 0.141
I 0.974 3.023 -1.365 0.344
Lu -0.390 0.832 -0.358 0.887
P -1.079 1.399 2.254 0.798
C -0.331 -0.041 3.109 -0.227
C -0.044 2.725 2.962 -0.208
H -0.318 2.843 4.019 0.078
H -2.411 1.997 4.170 0.074
H -0.247 3.656 2.418 0.062
H -3.314 2.207 2.638 0.049
H 0.627 -0.319 2.661 0.017
H 1.023 2.484 2.864 0.050
C -2.626 1.555 3.188 -0.240
H -0.168 0.233 4.160 0.088
H -3.092 0.571 3.314 0.064
H -1.017 -0.892 3.054 0.052
P -0.680 -0.664 -2.740 0.745
C -0.304 -2.460 -2.717 -0.253
C -2.258 -0.735 -3.672 -0.257
H 0.395 0.947 -4.225 0.040
H 0.211 -0.668 -4.997 0.068
H 1.510 -0.376 -3.788 0.049
C 0.475 -0.137 -4.071 -0.253
H -2.861 0.145 -3.415 0.027
H -2.067 -0.735 -4.755 0.067
H -0.020 -2.795 -3.725 0.077
H -1.187 -3.014 -2.379 0.056
H -2.817 -1.640 -3.403 0.057
H 0.523 -2.663 -2.027 0.022
C -0.127 -2.231 0.498 -0.006
O -0.271 -3.265 0.956 0.160
C 3.364 0.273 -0.979 0.001
C 2.707 -0.091 0.328 -0.413
O 1.330 0.133 0.356 -0.457
C 2.954 -1.610 0.648 -0.489
F 4.273 -1.910 0.807 0.171
F 2.292 -2.038 1.754 0.130
F 2.505 -2.391 -0.388 0.110
C 3.318 0.758 1.510 -0.488
F 4.676 0.796 1.529 0.171
F 2.889 2.050 1.413 0.091
F 2.904 0.302 2.724 0.139
H 2.836 -0.267 -1.775 0.085
H 4.430 0.010 -0.968 0.124
H 3.215 1.351 -1.148 0.021
```

Properties
Relative energy (zero: lowest compared OMol25 entry of this formula, charge and spin): 27.9 kJ/mol
Gap between HOMO and LUMO (spin up / spin down): 3.47 / 3.46 eV
F_max: 8.180 eV Å⁻¹
HOMO level (spin up / spin down): -15.2 / -15.2 eV
Total charge: +2

---

Density functional theory data (wB97M-V/def2-TZVPD) for C20H48ClF12MgN2O16S4 as an isolated structure at a distorted geometry.

```
104
Properties=species:S:1:pos:R:3:lowdin_charge:R:1
Mg -0.473 -2.901 0.823 0.582
C -0.462 1.258 1.311 -0.751
F -0.257 1.462 0.099 0.179
F 0.667 0.983 1.960 0.160
F -1.055 2.309 1.814 0.188
S -1.634 -0.229 1.356 0.742
O -1.353 -0.966 2.596 -0.315
O -2.958 0.349 1.193 -0.267
N -1.064 -1.301 0.086 -0.370
S -1.685 -0.670 -1.213 0.636
O -2.613 -1.648 -1.851 -0.295
O -2.021 0.748 -1.236 -0.289
C -0.091 -0.841 -2.324 -0.572
F 0.889 -0.123 -1.753 0.109
F 0.297 -2.139 -2.198 0.049
F -0.360 -0.478 -3.598 0.140
C 3.899 -2.845 -2.161 -0.666
F 3.054 -3.867 -2.100 0.124
F 4.383 -2.855 -3.361 0.171
F 3.263 -1.694 -1.948 0.114
S 5.354 -3.025 -0.810 0.694
O 6.495 -3.618 -1.465 -0.320
O 5.561 -1.672 -0.264 -0.359
N 4.611 -3.974 0.492 -0.293
S 5.006 -5.474 0.070 0.571
O 5.000 -5.737 -1.381 -0.355
O 6.155 -6.023 0.763 -0.319
C 3.430 -6.450 0.640 -0.600
F 3.121 -6.050 1.913 0.068
F 2.417 -6.126 -0.147 0.107
F 3.631 -7.810 0.608 0.092
Cl -0.652 -4.564 -0.825 -0.047
C -4.950 2.073 3.047 -0.085
C -6.411 2.382 2.682 -0.366
O -6.553 3.733 2.503 -0.053
H -4.781 1.000 3.128 0.066
H -4.634 2.641 3.922 0.073
H -4.340 2.480 2.241 0.062
H -7.073 1.979 3.448 0.103
H -6.709 1.769 1.831 0.106
H -6.667 3.873 1.561 0.092
C 4.373 0.869 2.538 -0.057
C 3.981 -0.481 3.139 -0.391
O 4.517 -1.455 2.401 -0.065
H 5.432 0.886 2.280 0.074
H 4.235 1.766 3.141 0.054
H 3.903 0.830 1.555 0.081
H 2.910 -0.669 3.063 0.101
H 4.192 -0.583 4.204 0.103
H 5.429 -1.187 2.266 0.079
C -5.616 -1.355 -0.609 -0.079
C -6.558 -2.509 -0.947 -0.384
O -6.269 -3.468 -0.050 -0.052
H -4.640 -1.813 -0.452 0.049
H -5.968 -0.887 0.310 0.068
H -5.503 -0.563 -1.350 0.082
H -6.420 -2.901 -1.954 0.114
H -7.546 -2.055 -0.873 0.104
H -6.901 -4.184 -0.153 0.093
C -2.155 2.019 -4.847 -0.087
C -1.842 3.120 -5.855 -0.308
O -2.309 4.337 -5.316 -0.101
H -3.203 1.848 -4.597 0.080
H -1.627 2.189 -3.909 0.046
H -1.903 1.042 -5.259 0.065
H -2.172 2.920 -6.875 0.107
H -0.762 3.251 -5.926 0.102
H -1.707 4.601 -4.616 0.017
C 1.141 4.933 3.984 -0.085
C 2.231 3.959 3.624 -0.335
O 3.439 4.590 3.207 -0.091
H 1.530 5.663 4.693 0.078
H 0.246 4.396 4.300 0.073
H 0.790 5.448 3.090 0.071
H 2.008 3.245 2.831 0.095
H 2.495 3.389 4.515 0.108
H 4.173 4.443 3.807 0.076
C -1.930 -4.863 4.257 -0.064
C -1.547 -5.084 2.786 -0.227
O -1.674 -3.786 2.139 -0.190
H -1.784 -5.810 4.777 0.079
H -2.962 -4.574 4.455 0.083
H -1.181 -4.177 4.654 0.085
H -2.193 -5.844 2.345 0.126
H -0.495 -5.348 2.686 0.124
H -2.557 -3.523 2.407 0.111
C 3.649 1.421 -3.353 -0.079
C 5.039 0.991 -2.890 -0.316
O 5.896 1.836 -3.591 -0.087
H 3.354 2.400 -2.977 0.065
H 2.938 0.785 -2.826 0.038
H 3.346 1.381 -4.400 0.078
H 5.285 -0.049 -3.107 0.103
H 5.168 1.152 -1.820 0.113
H 6.760 1.905 -3.178 0.082
C -1.678 4.145 -1.684 -0.069
C -0.230 4.435 -2.048 -0.251
O -0.456 4.857 -3.397 -0.118
H -2.093 3.425 -2.389 0.055
H -2.310 5.033 -1.680 0.087
H -1.736 3.670 -0.704 0.060
H 0.439 3.574 -2.077 0.111
H 0.207 5.258 -1.483 0.113
H 0.384 5.194 -3.718 0.100
```

Properties
Gap between HOMO and LUMO: 7.62 eV
F_max: 8.055 eV Å⁻¹
HOMO level: -6.6 eV
Total charge: -1

---

Density functional theory data (wB97M-V/def2-TZVPD) for one molecule with the formula C21H27N5O3 at a distorted geometry.

```
56
Properties=species:S:1:pos:R:3:nbo_charge:R:1
C -6.672 -1.071 -0.991 -0.641
C -5.166 -0.964 -1.223 -0.052
O -4.417 -0.781 -0.046 -0.541
C -4.582 0.479 0.568 -0.078
C -3.425 0.706 1.541 -0.243
N -2.140 0.616 0.865 -0.456
C -1.346 -0.507 1.163 0.659
O -1.660 -1.309 2.025 -0.636
C -0.173 -0.521 0.364 -0.115
C 0.127 0.457 -0.568 0.396
N 1.310 0.219 -1.175 -0.566
C 1.755 -0.895 -0.602 0.605
N 0.901 -1.397 0.318 -0.349
C 1.101 -2.617 1.050 -0.203
C 2.047 -3.490 0.231 -0.414
C 3.290 -2.681 -0.135 -0.204
N 2.918 -1.517 -0.916 -0.436
C 3.967 -0.712 -1.497 -0.197
C 4.741 0.127 -0.456 -0.438
C 3.798 1.042 0.271 -0.007
C 3.449 2.270 -0.276 -0.199
C 2.495 3.066 0.330 -0.226
C 1.865 2.640 1.487 -0.173
C 2.220 1.428 2.053 -0.213
C 3.188 0.642 1.453 -0.234
N -0.697 1.517 -0.770 -0.414
C -0.362 2.539 -1.736 -0.409
C -1.857 1.628 -0.034 0.800
O -2.591 2.589 -0.167 -0.653
H -6.877 -1.831 -0.241 0.212
H -7.082 -0.123 -0.652 0.204
H -7.164 -1.349 -1.919 0.212
H -4.959 -0.145 -1.931 0.158
H -4.789 -1.898 -1.647 0.184
H -4.585 1.274 -0.190 0.188
H -5.525 0.524 1.132 0.169
H -3.420 -0.077 2.301 0.250
H -3.529 1.693 1.996 0.218
H 0.132 -3.093 1.210 0.243
H 1.531 -2.392 2.035 0.196
H 2.333 -4.374 0.799 0.226
H 1.545 -3.807 -0.684 0.216
H 3.970 -3.284 -0.746 0.210
H 3.822 -2.397 0.784 0.178
H 3.486 -0.042 -2.210 0.234
H 4.656 -1.378 -2.024 0.201
H 5.247 -0.538 0.247 0.207
H 5.499 0.704 -0.987 0.221
H 3.922 2.597 -1.191 0.208
H 2.234 4.020 -0.105 0.214
H 1.103 3.251 1.947 0.209
H 1.738 1.091 2.959 0.216
H 3.466 -0.298 1.909 0.203
H -0.737 3.496 -1.375 0.233
H 0.719 2.553 -1.844 0.228
H -0.824 2.318 -2.700 0.202
```

Properties
Structure (SMILES): CCOCCn1c(=O)c2c(nc3n2CCCN3CCc2ccccc2)n(C)c1=O
Relative energy (zero: lowest compared OMol25 entry of this formula, charge and spin): 36.3 kJ/mol
Gap between HOMO and LUMO: 8.02 eV
F_max: 1.396 eV Å⁻¹
HOMO level: -7.4 eV

---

Density functional theory data (wB97M-V/def2-TZVPD) for C41H48Cl2F6N10O5PbS2Sb as an isolated structure.

```
116
Properties=species:S:1:pos:R:3:mulliken_spin:R:1
Pb -0.286 1.296 -0.094 0.120
C 4.223 2.549 -4.837 0.000
C 4.478 1.999 -3.438 0.002
N 3.605 2.568 -2.431 0.006
C 2.308 2.151 -2.253 -0.017
S 1.333 3.205 -1.287 0.091
N 2.006 1.008 -2.823 -0.002
N 0.771 0.539 -2.484 0.001
C 0.336 -0.488 -3.113 -0.006
C 1.097 -1.199 -4.193 0.001
C -1.022 -0.987 -2.759 -0.004
C -1.565 -2.100 -3.394 0.001
C -2.849 -2.506 -3.069 -0.001
C -3.570 -1.795 -2.128 -0.001
C -2.956 -0.702 -1.535 -0.012
N -1.722 -0.311 -1.836 0.020
H 4.826 2.018 -5.578 0.000
H 4.466 3.611 -4.894 0.000
H 3.172 2.421 -5.094 0.000
H 5.510 2.191 -3.127 0.000
H 4.318 0.921 -3.435 0.000
H 3.746 3.536 -2.184 -0.001
H 2.099 -0.785 -4.259 0.001
H 0.603 -1.078 -5.161 0.000
H 1.162 -2.264 -3.968 0.001
H -0.983 -2.650 -4.119 0.000
H -3.277 -3.383 -3.538 0.000
H -4.566 -2.086 -1.830 0.000
H -3.466 -0.127 -0.770 0.002
O -4.992 7.004 0.050 0.000
C -5.185 6.016 -0.676 0.000
O -6.077 5.797 -1.517 0.000
C -4.149 4.877 -0.525 -0.003
C -4.057 3.881 -1.491 0.001
C -3.109 2.889 -1.355 -0.008
N -2.267 2.835 -0.319 0.021
C -2.345 3.781 0.623 -0.003
C -3.274 4.809 0.551 0.003
C -1.347 3.705 1.781 0.003
O -1.512 4.447 2.735 -0.002
O -0.397 2.852 1.645 0.019
H -4.736 3.905 -2.332 0.000
H -3.000 2.107 -2.097 0.004
H -3.302 5.558 1.328 0.001
F -3.554 -2.820 0.888 -0.001
Sb -4.260 -4.426 1.632 0.000
F -5.850 -4.186 0.646 0.000
F -4.910 -6.050 2.337 0.000
F -3.484 -5.352 0.148 0.000
F -2.585 -4.673 2.492 0.000
F -4.931 -3.476 3.110 0.000
Cl 0.790 -1.626 2.217 0.081
C -0.348 -0.309 2.097 0.688
H -0.107 0.479 2.800 -0.011
H -1.372 -0.665 2.138 0.019
N -0.907 -3.529 -0.166 0.000
C 0.283 -4.116 -0.299 0.001
S 1.640 -3.327 -0.892 -0.001
N 0.253 -5.447 0.017 0.000
C 1.355 -6.301 0.203 0.000
C 2.441 -5.909 0.977 -0.003
C 3.511 -6.768 1.145 0.001
C 3.502 -8.031 0.564 0.000
C 2.404 -8.432 -0.179 0.000
C 1.333 -7.568 -0.363 0.000
H -0.990 -2.530 -0.254 -0.002
H -1.642 -4.038 0.298 0.000
H -0.663 -5.863 0.120 0.000
H 2.427 -4.936 1.445 0.003
H 4.356 -6.453 1.744 0.000
H 4.346 -8.697 0.694 0.000
H 2.382 -9.415 -0.631 0.000
H 0.479 -7.872 -0.955 0.000
C 6.843 -1.321 2.118 0.000
C 6.056 -2.270 1.205 -0.001
C 6.703 -3.660 1.234 0.000
C 4.655 -2.411 1.825 0.004
C 5.979 -1.754 -0.277 0.000
O 4.991 -2.496 -0.993 0.000
C 7.220 -2.060 -1.146 0.000
C 8.594 -1.440 -0.862 0.000
C 8.712 0.046 -1.103 0.000
C 8.432 0.582 -2.358 0.000
C 8.552 1.939 -2.605 0.000
C 8.966 2.778 -1.583 0.000
Cl 9.133 4.483 -1.890 0.000
C 9.255 2.277 -0.328 0.000
C 9.130 0.913 -0.100 0.000
C 5.702 -0.246 -0.381 0.000
N 4.450 0.202 0.185 0.003
C 3.207 -0.042 -0.234 -0.019
N 2.346 0.638 0.486 0.011
C 3.134 1.324 1.350 -0.003
N 4.420 1.096 1.205 0.000
H 6.928 -1.775 3.108 0.000
H 6.330 -0.366 2.239 0.000
H 7.853 -1.126 1.762 0.000
H 6.604 -4.086 2.234 0.000
H 7.768 -3.625 0.996 0.000
H 6.210 -4.328 0.527 0.000
H 4.764 -2.804 2.838 0.001
H 4.025 -3.114 1.279 -0.003
H 4.125 -1.464 1.910 -0.002
H 4.137 -2.464 -0.540 0.000
H 6.920 -1.795 -2.163 0.000
H 7.335 -3.143 -1.153 0.000
H 9.296 -1.938 -1.538 0.000
H 8.933 -1.674 0.146 0.000
H 8.108 -0.071 -3.159 0.000
H 8.326 2.348 -3.580 0.000
H 9.568 2.944 0.462 0.000
H 9.349 0.523 0.887 0.000
H 5.721 0.042 -1.435 0.000
H 6.475 0.317 0.136 0.000
H 2.954 -0.701 -1.047 -0.005
H 2.737 2.014 2.076 0.001
```

Properties
Relative energy (zero: lowest compared OMol25 entry of this formula, charge and spin): 0.0 kJ/mol
Gap between HOMO and LUMO (spin up / spin down): 6.31 / 6.46 eV
F_max: 0.995 eV Å⁻¹
HOMO level (spin up / spin down): -3.3 / -3.6 eV
Total charge: -2
2S+1: 2

---

Density functional theory data (wB97M-V/def2-TZVPD) for C35H38MoNSSb2Si as an isolated structure.

```
79
Properties=species:S:1:pos:R:3:mulliken_spin:R:1
Mo -0.420 0.690 -0.936 1.937
C 2.610 -1.042 1.249 0.009
C 1.877 -2.328 1.686 -0.007
C 0.786 -2.858 0.752 -0.002
Sb -0.853 -1.501 0.869 -0.007
C -1.475 -1.794 2.838 -0.004
C -2.138 -3.000 3.073 -0.005
C -2.478 -3.345 4.374 -0.001
C -2.153 -2.501 5.424 0.000
C -1.480 -1.310 5.187 0.000
C -1.134 -0.952 3.893 0.000
C -2.522 -1.538 -0.411 0.066
C -3.787 -1.735 0.125 0.018
C -4.904 -1.515 -0.674 0.000
C -4.772 -1.053 -1.976 0.014
C -3.511 -0.802 -2.499 0.023
C -2.387 -1.041 -1.717 -0.006
Sb 1.350 0.671 1.020 -0.064
C -1.760 1.480 0.437 -0.101
C -2.276 2.186 -0.629 -0.002
C -3.317 3.100 -0.468 -0.006
C -3.862 3.239 0.797 0.053
C -3.367 2.497 1.870 -0.001
C -2.315 1.610 1.704 0.032
C 1.312 1.658 2.813 0.007
C 2.041 1.186 3.914 -0.005
C 2.020 1.895 5.099 0.000
C 1.290 3.077 5.187 0.000
C 0.576 3.559 4.095 0.000
C 0.583 2.853 2.906 0.007
H 3.104 -1.161 0.285 0.000
H 3.364 -0.774 1.989 -0.002
H 1.476 -2.200 2.697 0.001
H 2.647 -3.099 1.774 0.001
H 0.411 -3.817 1.115 -0.001
H 1.125 -2.989 -0.274 0.001
H -2.389 -3.684 2.269 0.000
H -2.995 -4.276 4.563 0.000
H -2.422 -2.776 6.435 0.000
H -1.223 -0.660 6.013 0.000
H -0.596 -0.025 3.725 0.001
H -3.926 -2.058 1.149 -0.002
H -5.889 -1.706 -0.269 0.000
H -5.654 -0.897 -2.582 0.000
H -3.400 -0.449 -3.516 0.001
H -1.405 -0.982 -2.208 -0.067
H -1.895 2.074 -1.673 -0.002
H -3.699 3.660 -1.310 0.000
H -4.685 3.923 0.953 0.001
H -3.813 2.620 2.848 0.000
H -1.942 1.059 2.558 0.003
H 2.621 0.272 3.856 0.000
H 2.579 1.540 5.954 0.000
H 1.286 3.633 6.115 0.000
H 0.025 4.486 4.175 0.000
H 0.029 3.231 2.052 0.003
C 4.613 0.055 -5.852 0.000
Si 3.565 -0.698 -4.512 -0.001
C 4.557 -1.025 -2.957 0.001
C 2.644 -2.215 -5.081 0.000
C 2.228 0.632 -4.055 -0.016
C 2.088 1.804 -4.807 0.036
C 1.134 2.778 -4.516 -0.004
C 0.300 2.587 -3.439 0.057
N 0.408 1.469 -2.699 -0.069
C 1.334 0.533 -3.001 0.096
S 1.200 -0.841 -1.861 0.002
H 5.403 -0.648 -6.125 0.000
H 5.113 0.973 -5.539 0.000
H 4.059 0.261 -6.769 0.000
H 5.443 -1.610 -3.214 0.000
H 4.005 -1.598 -2.216 0.000
H 4.909 -0.097 -2.502 0.002
H 3.357 -2.998 -5.346 0.000
H 2.048 -2.008 -5.972 0.000
H 1.981 -2.629 -4.320 0.000
H 2.744 1.966 -5.653 0.001
H 1.044 3.670 -5.119 0.000
H -0.450 3.308 -3.141 -0.002
```

Properties
Relative energy (zero: lowest compared OMol25 entry of this formula, charge and spin): 33.1 kJ/mol
Gap between HOMO and LUMO (spin up / spin down): 5.80 / 5.79 eV
F_max: 0.607 eV Å⁻¹
HOMO level (spin up / spin down): -16.5 / -16.8 eV
Total charge: +3
2S+1: 3

---

Question: Among the records above, which one has the highest F_max?
Answer: C13H24F6ILuO3P2

---

Question: Which of these has the highest F_max?
Answer: C13H24F6ILuO3P2

---

Question: The lowest F_max belongs to which entry?
Answer: C35H38MoNSSb2Si

---

Question: Which of these has the lowest F_max?
Answer: C35H38MoNSSb2Si